{"formula": "C54H135N9O18", "method": "wB97M-V/def2-TZVPD", "e_homo_ev": [-9.75, -9.75], "multiplicity": 2, "e_tot_ev": -108423.53691, "homo_lumo_gap_ev": [7.25, 2.18], "s2": 0.756, "charge": 1, "e_above_lowest_kcal_mol": 157.2, "species": ["O", "O", "O", "O", "O", "O", "O", "O", "O", "O", "O", "O", "O", "O", "O", "O", "O", "O", "N", "N", "N", "N", "N", "N", "N", "N", "N", "C", "C", "C", "C", "C", "C", "C", "C", "C", "C", "C", "C", "C", "C", "C", "C", "C", "C", "C", "C", "C", "C", "C", "C", "C", "C", "C", "C", "C", "C", "C", "C", "C", "C", "C", "C", "C", "C", "C", "C", "C", "C", "C", "C", "C", "C", "C", "C", "C", "C", "C", "C", "C", "C", "H", "H", "H", "H", "H", "H", "H", "H", "H", "H", "H", "H", "H", "H", "H", "H", "H", "H", "H", "H", "H", "H", "H", "H", "H", "H", "H", "H", "H", "H", "H", "H", "H", "H", "H", "H", "H", "H", "H", "H", "H", "H", "H", "H", "H", "H", "H", "H", "H", "H", "H", "H", "H", "H", "H", "H", "H", "H", "H", "H", "H", "H", "H", "H", "H", "H", "H", "H", "H", "H", "H", "H", "H", "H", "H", "H", "H", "H", "H", "H", "H", "H", "H", "H", "H", "H", "H", "H", "H", "H", "H", "H", "H", "H", "H", "H", "H", "H", "H", "H", "H", "H", "H", "H", "H", "H", "H", "H", "H", "H", "H", "H", "H", "H", "H", "H", "H", "H", "H", "H", "H", "H", "H", "H", "H", "H", "H", "H", "H", "H", "H", "H", "H", "H", "H"], "positions_angstrom": [[-6.5861, 6.6715, 2.4653], [0.2015, 9.0291, -3.7291], [-2.4988, 5.3627, 5.8431], [2.2453, -8.7623, 0.0838], [-0.4507, -3.7016, 2.9470], [0.2709, 2.3328, 1.1334], [-2.9786, -2.0080, -1.4018], [-1.4564, 4.3274, -3.2901], [1.8691, -2.6360, 0.5821], [6.0776, 1.4375, -0.0552], [2.9168, 0.2065, 4.5039], [-4.1076, 14.2057, 3.5109], [-1.7077, 7.9016, 2.3030], [-5.8187, -1.1813, 2.9127], [3.0422, -9.7329, -6.9399], [2.1218, 0.5258, -5.3498], [6.2879, -13.3205, -3.0785], [0.8416, -5.9721, -4.2893], [0.5236, 6.5471, -2.2829], [0.8556, -8.6633, -4.8041], [1.1965, 0.2224, -0.8311], [2.2579, -3.3362, 3.9702], [4.9218, -0.7403, -3.0076], [4.1078, -10.8591, -1.3374], [-4.7129, -2.9431, 1.0522], [-2.9821, 11.2809, 3.2077], [-3.5771, 5.4730, 2.3598], [0.1283, -6.4790, -5.4906], [0.7806, -7.7777, -5.9240], [-1.1868, 5.4406, 6.6266], [-3.2765, -3.4161, -1.0123], [-1.1619, 8.9784, -4.1389], [-1.4445, 4.8164, -1.9459], [4.1549, 0.9217, 4.8090], [5.4074, -12.2278, -3.0692], [-0.3646, 7.3793, 2.2894], [-2.9996, 9.8297, 3.0771], [1.3350, -2.2552, -0.6825], [2.8361, -3.7032, 0.3734], [4.9222, -12.0801, -1.5988], [-3.5298, -3.6442, 0.5727], [-0.3587, 2.8565, 2.3210], [0.4782, -1.0109, -0.5617], [0.0926, -4.9439, -3.6380], [3.7657, -0.8001, -3.9463], [-7.3067, 7.8817, 2.7319], [1.9436, -7.5352, -0.6383], [3.5730, 0.4619, -4.9051], [1.9314, -9.9956, -0.6798], [-6.4709, -0.3771, 3.8603], [1.3690, -4.4172, 4.4803], [-2.2112, 3.1685, -3.5281], [-6.0370, -2.5741, 3.1977], [6.0931, 0.4567, -1.1402], [5.5442, 0.9633, 1.1472], [3.0974, -11.0083, -0.3236], [-2.3255, 5.6783, 4.4457], [-0.5876, 1.6416, 0.3382], [-3.4994, 11.8425, 4.4542], [-0.1466, -4.0474, 4.2737], [-3.2520, 15.1356, 2.8817], [-0.4546, -4.6934, 1.9153], [3.0585, -1.0930, 4.0138], [-1.6934, 9.3319, 2.5710], [-3.4119, 13.3900, 4.5332], [-5.5158, 6.8532, 1.6021], [-3.9285, -1.2091, -1.9975], [-0.0037, 5.3472, -1.6479], [1.1994, 1.0859, -4.4098], [1.4789, -10.0059, -5.1037], [4.4296, -9.4018, -7.2583], [0.2694, 1.3661, -1.0577], [5.7810, -14.6389, -2.8083], [2.9370, -9.8583, -5.5341], [2.0579, -2.0878, 4.6424], [-4.9261, -3.3125, 2.4366], [-3.8065, 5.4867, 3.8321], [0.4925, 9.0879, -2.3514], [4.6999, 0.2629, -1.9380], [0.0035, 7.7673, -1.7254], [-4.7831, 5.5297, 1.6413], [-1.7160, 4.9124, 3.9661], [-5.4628, 4.8430, 2.1459], [0.2901, 7.9943, 1.6719], [-6.6936, 8.4962, 3.3912], [5.7150, -12.1061, -0.8512], [-4.4836, 5.1284, 0.6731], [0.1840, 10.0068, -1.8530], [-0.8280, 2.0248, 2.8465], [-1.9010, 3.0408, -4.5652], [-3.5560, 15.5920, 1.9397], [0.1530, 1.2306, -4.6788], [-4.1726, -3.6984, -1.5651], [5.8136, -0.6952, -3.4796], [-0.3942, 6.3976, 1.8166], [2.8097, -0.9975, 2.9569], [4.6538, -8.3417, -7.1402], [0.8076, 2.2260, -1.4563], [0.1345, -1.1282, 0.4660], [0.7831, -4.3078, -3.0842], [4.1977, 1.1549, -2.3124], [-2.1729, 2.4299, -2.7275], [-8.2046, 7.5531, 3.2553], [-2.8274, 11.4533, 5.2191], [-4.2287, -1.6991, -2.9237], [-1.5829, 7.9800, -4.0205], [1.8329, -5.3156, 4.0730], [-6.9609, -2.9279, 2.7400], [0.0205, -8.2710, -6.5298], [0.9160, -10.3757, -0.5678], [6.7816, 0.9221, -1.8455], [1.0686, -1.6305, 4.6625], [0.8986, -7.2269, -0.6047], [-5.3001, -4.3331, 2.3557], [3.9139, 1.4088, -4.4866], [-5.8780, 7.0565, 0.5944], [3.9318, -1.6612, -4.5935], [0.0866, -5.6504, -6.1976], [1.6287, -4.5942, 5.5240], [-5.9718, -2.8823, 4.2412], [-1.8131, 6.6304, 4.3071], [-5.8078, 0.4797, 3.9792], [-1.1699, 0.8090, 0.7328], [-2.3659, 13.6519, 4.6932], [4.9392, 0.2573, 5.1718], [1.7697, 0.4687, -0.0368], [2.6091, -6.8653, -0.0939], [0.3895, 3.3748, 2.9206], [-0.4218, -1.0920, -1.1713], [-2.5446, -4.1807, -1.2725], [2.4699, -2.2774, 5.6336], [0.4536, -5.2805, 1.7789], [4.4558, 0.9410, 1.2021], [-0.0847, 5.4541, -0.5662], [-3.0573, 16.0099, 3.5029], [2.1516, -1.9777, -1.3490], [-0.6565, -4.1592, 0.9868], [-0.9776, 9.1820, -5.1937], [1.7096, -7.4873, -6.4147], [3.9257, 1.6085, 5.6238], [1.2600, 0.5781, -3.4472], [-4.7743, 7.6226, 1.8173], [1.8214, -3.0010, 3.1233], [4.9050, -14.8226, -3.4304], [-3.7220, 13.6932, 5.5332], [0.8758, -10.4902, -5.8718], [-1.8219, 4.0791, -1.2375], [3.4119, -9.0483, -4.9806], [-1.4704, 9.8781, 1.6544], [-0.9086, 9.4756, 3.3136], [-1.1583, 3.5163, 1.9842], [-0.4440, -3.2896, 4.9985], [-0.6148, -4.4286, -4.2876], [4.1110, -1.3552, 4.1215], [1.9999, -9.8400, -1.7565], [-0.8811, -6.7424, -5.1747], [-3.3042, 11.7937, 2.3994], [-0.6382, -5.3266, -2.9256], [4.8508, -10.2666, -0.9953], [-3.0443, 6.3095, 2.1686], [0.6442, -2.9732, -1.1244], [-7.6850, 8.4478, 1.8807], [2.8485, -0.9278, -3.3713], [-2.2810, 14.6767, 2.6957], [4.7368, -9.7770, -8.2345], [6.4663, -15.4860, -2.8349], [-2.6925, -3.4279, 1.2361], [1.5801, 9.1540, -2.3795], [4.3223, -12.9342, -1.2847], [-4.4976, -1.9614, 1.1524], [2.2575, -7.4400, -1.6778], [-1.4246, 5.4886, 7.6893], [0.1501, 7.9166, -0.6557], [-3.7699, 9.4520, 2.4047], [-0.0290, 7.3544, 3.3261], [3.9183, -0.0790, -1.2595], [4.2191, 0.2013, -5.7434], [5.2025, -9.7925, -6.5963], [-0.4159, 0.9232, -1.7805], [-0.6306, 6.3270, 6.3217], [-1.8215, 9.7177, -3.6844], [2.3268, -4.4951, -0.1759], [0.7579, 4.5757, -1.7616], [-4.6167, 6.1978, 3.9941], [-3.0950, 9.3285, 4.0403], [-0.6958, 4.5684, 6.1949], [-4.1040, -3.2764, 3.1514], [5.2602, -14.6034, -1.8514], [-1.1437, -5.5223, 2.0771], [3.7356, -3.5477, -0.2223], [0.3543, 6.5891, -3.2777], [2.5562, -11.9349, -0.5151], [5.6032, -0.1111, 1.3217], [-1.4027, 2.3102, 0.0610], [-6.3735, -0.9272, 4.7963], [-7.4325, -0.0072, 3.5046], [1.3274, -8.2916, -3.9920], [4.6929, -12.4569, -3.8598], [6.4588, -0.4842, -0.7291], [-4.7365, -0.8210, -1.3773], [5.9010, -11.3723, -3.5303], [3.4570, -10.9334, 0.7026], [-3.2825, 3.3508, -3.4436], [-3.6200, -4.7048, 0.8075], [4.5268, 1.4725, 3.9450], [1.5569, 2.0661, -4.0946], [-2.0775, 5.6943, -1.8167], [-3.2715, -0.3865, -2.2799], [-4.1660, 4.4953, 4.1075], [3.1046, -3.9819, 1.3923], [-1.0789, 7.6478, -1.7729], [-0.7813, -4.8908, 4.5459], [5.9553, 1.5696, 1.9543], [3.5281, -10.7014, -5.1767], [1.4689, -10.7474, -4.3048], [-4.5458, 11.5439, 4.5176]], "forces_ev_per_angstrom": [[-1.0, 1.5, 0.4], [-0.3, 0.7, 0.0], [1.9, 1.0, 1.0], [-1.3, -0.5, -2.5], [0.1, 0.7, -0.7], [1.2, 0.3, 1.9], [1.8, -3.3, 2.4], [0.2, 0.5, 1.3], [1.1, -0.3, -1.4], [-0.3, -1.4, -1.9], [0.8, 1.6, 1.3], [0.6, -1.5, 0.7], [0.3, 0.7, -0.3], [-0.2, -1.4, 0.4], [2.2, 0.5, 0.1], [2.7, -0.6, 0.3], [2.2, -1.3, -0.4], [-0.9, 0.3, -0.9], [0.5, 0.1, 0.3], [0.5, -2.3, 1.2], [0.2, 0.8, -0.4], [-1.5, 0.0, -0.7], [-3.2, 3.1, -0.9], [1.7, -0.6, -0.6], [0.2, 0.7, 0.8], [0.8, 0.3, -0.1], [1.5, 0.0, 1.8], [0.1, 0.2, 2.2], [-0.6, 1.0, 0.2], [-2.2, -0.2, -2.6], [-1.3, 0.9, 1.8], [1.2, -0.1, -0.6], [1.3, 1.0, -1.2], [-1.3, -0.7, 0.1], [-0.2, -1.2, 0.6], [-1.1, 0.4, -0.2], [-0.4, -0.1, 0.3], [-0.4, 1.0, -0.1], [-1.3, -0.1, 0.9], [-1.4, 0.5, -0.1], [0.0, 0.7, -1.4], [-0.1, -0.5, -1.1], [0.1, -0.5, 1.0], [-0.3, -0.8, 0.0], [0.7, -1.0, 0.8], [-0.3, -0.9, 0.8], [1.0, -0.3, 1.3], [-2.4, -0.1, -0.6], [1.9, 0.8, 1.1], [1.5, 0.7, 0.0], [0.7, 1.0, -0.1], [-0.8, 1.3, 0.0], [0.7, 0.1, -2.8], [-1.1, 2.1, 0.4], [-1.1, -0.6, 0.7], [-2.5, 0.6, -1.3], [-2.5, -1.0, 1.4], [0.0, 1.2, -3.9], [-0.3, 0.8, -1.5], [0.9, -2.4, 0.2], [1.3, 0.4, 0.4], [0.3, -0.3, 0.5], [-0.3, 0.4, -0.7], [1.1, -0.9, -0.6], [0.2, 0.4, 0.2], [0.5, -1.0, -1.1], [0.6, 0.3, -1.1], [-0.5, -1.0, 0.7], [1.4, 0.9, 1.8], [0.0, 1.2, -0.6], [-0.2, -0.1, 0.1], [-1.4, -2.2, 2.4], [-2.1, 1.5, 0.5], [-0.3, -0.7, 0.2], [2.8, 1.0, 1.8], [-1.5, -1.2, 0.9], [2.3, 0.2, -1.4], [0.3, -1.7, -0.9], [2.1, -1.3, 1.7], [-0.9, 1.2, 1.1], [-0.4, -1.0, -1.0], [0.1, -0.2, -0.2], [-0.2, -0.3, -0.5], [0.1, 0.2, 0.1], [-0.1, 0.3, -0.1], [0.8, -0.1, -0.6], [-0.8, 0.2, -0.5], [-0.7, -0.1, 0.1], [0.1, 0.0, 0.4], [-0.5, -1.5, 0.2], [-0.9, -0.7, -0.1], [0.4, -0.7, -0.9], [-0.3, 0.0, 0.2], [0.6, -0.5, 0.2], [-0.1, -0.1, 0.3], [0.2, -0.5, -0.6], [-0.6, 0.4, -0.5], [-0.3, 0.1, 0.4], [-0.4, 0.6, 0.3], [-0.1, 0.2, -0.3], [0.5, 0.4, -0.5], [1.3, -0.7, -0.3], [0.1, 0.1, 0.3], [-0.6, 0.0, 0.5], [-0.8, 0.2, -0.1], [-0.1, -0.1, 0.1], [-1.1, -0.4, -0.8], [-0.6, 0.4, 0.3], [0.5, 0.2, -1.0], [-0.1, 0.1, 1.0], [0.2, -0.4, -0.1], [-0.2, -0.2, 0.0], [-0.1, -0.1, 0.3], [0.3, -0.4, 0.6], [-0.3, 0.0, 0.3], [-0.2, 0.1, -0.3], [-0.2, 0.0, 0.0], [0.2, -0.3, -0.4], [-0.5, 0.5, 0.4], [-0.1, 0.5, 0.2], [-0.6, 0.2, 0.0], [-0.2, 0.4, 0.1], [0.8, -0.7, 0.4], [0.4, 0.2, -1.2], [0.0, -0.3, -0.1], [0.1, -0.1, 0.3], [-0.5, 0.6, 0.0], [-0.1, -0.2, -0.1], [0.1, 0.1, -0.3], [0.8, 0.8, -0.5], [-0.6, 0.5, 0.7], [0.8, 0.6, 0.2], [-0.5, 1.2, -0.3], [0.5, 0.7, 0.3], [0.0, 0.0, 0.5], [0.2, -0.5, -0.4], [-0.1, -0.1, 0.1], [-1.0, 0.0, -0.2], [0.2, -0.7, -0.4], [-0.1, 0.1, -0.2], [-0.3, -0.7, 0.0], [-0.3, 0.5, 0.7], [0.1, -1.2, -1.4], [0.2, -0.3, -0.8], [-1.1, -0.1, 0.0], [0.2, 0.1, -0.4], [0.4, -0.3, 0.1], [-0.2, 0.7, -0.2], [0.5, 0.0, -0.2], [0.1, 0.5, 0.0], [-0.1, 0.4, 0.3], [0.1, 0.5, -0.6], [0.7, 0.6, -0.6], [-0.1, -0.8, 0.0], [0.4, 0.4, 0.0], [-0.3, 0.2, 0.1], [-0.2, -0.3, 0.0], [0.2, -0.7, 0.5], [-0.5, 0.9, 0.0], [0.3, 0.1, -0.2], [0.5, -0.9, 0.1], [0.5, -0.1, -0.5], [0.1, 0.1, 0.2], [0.1, -0.1, -0.1], [-0.6, 0.3, -0.2], [0.5, 0.8, -0.3], [0.6, 0.7, -0.5], [0.2, -0.3, 0.5], [-0.2, -0.1, -0.5], [0.1, 0.5, -0.7], [0.2, -0.8, -0.2], [0.1, -0.5, -0.3], [0.6, -0.7, 0.3], [-0.4, 0.1, 0.1], [0.5, -0.2, -0.1], [-0.2, -0.6, 0.1], [-0.7, 0.4, -0.5], [-0.5, -0.9, 0.6], [-0.3, 0.7, -0.3], [-0.1, 0.2, 0.1], [0.2, 0.2, 0.1], [-0.1, -0.4, 0.3], [-0.2, -0.4, -0.3], [0.4, 0.4, 1.0], [-0.7, 0.3, 0.3], [0.6, -0.2, 1.0], [1.0, -0.1, -0.6], [0.6, -0.4, 0.6], [-0.9, 0.4, 0.2], [0.1, 1.1, 0.0], [0.1, -0.4, -0.2], [0.5, -0.6, 0.4], [1.5, -0.3, 0.0], [-0.4, 0.4, -0.4], [-1.1, 0.4, 0.4], [-0.3, -0.4, 0.5], [0.0, 0.4, -0.2], [-1.2, 0.1, 0.5], [-0.1, -0.2, -0.3], [-0.2, -0.4, 0.1], [0.5, 0.2, 0.8], [-0.3, 0.0, 0.1], [-0.4, 0.5, -0.7], [-0.5, -0.4, -0.7], [-0.1, 0.0, -0.1], [0.0, 0.5, -0.4], [-0.5, 0.0, -0.3], [-0.6, 0.6, -0.3], [0.1, 0.0, 0.3], [0.2, -0.4, -0.2], [-0.6, 0.9, -0.1], [0.1, -0.5, 0.2], [-0.1, -0.3, 0.0], [0.0, -0.6, -0.2], [-0.3, 0.7, 0.7], [-0.1, -0.1, 0.9]], "lowdin_spin": [0.000, 0.000, 0.000, 0.000, 0.000, 0.000, 0.000, 0.000, 0.000, 0.001, 0.000, 0.000, 0.000, 0.000, 0.000, 0.082, 0.000, 0.000, 0.000, 0.000, 0.007, 0.000, 0.591, 0.000, 0.000, 0.000, 0.000, 0.000, 0.000, 0.000, 0.000, 0.000, 0.000, 0.000, 0.000, 0.000, 0.000, 0.000, 0.000, 0.000, 0.000, 0.000, 0.001, 0.000, 0.065, 0.000, 0.000, 0.068, 0.000, 0.000, 0.000, 0.000, 0.000, 0.000, 0.001, 0.000, 0.000, 0.001, 0.000, 0.000, 0.000, 0.000, 0.000, 0.000, 0.000, 0.000, 0.000, 0.000, 0.007, 0.000, 0.000, 0.001, 0.000, 0.000, 0.000, 0.000, 0.000, 0.000, 0.077, 0.000, 0.000, 0.000, 0.000, 0.000, 0.000, 0.000, 0.000, 0.000, 0.000, 0.000, 0.000, 0.000, 0.000, 0.019, 0.000, 0.000, 0.000, 0.000, 0.000, 0.000, 0.030, 0.000, 0.000, 0.000, 0.000, 0.000, 0.000, 0.000, 0.000, 0.000, 0.000, 0.000, 0.000, 0.000, 0.003, 0.000, 0.006, 0.000, 0.000, 0.000, 0.000, 0.000, 0.000, 0.000, 0.000, 0.000, 0.000, 0.000, 0.000, 0.000, 0.000, 0.000, 0.000, 0.000, 0.000, 0.000, 0.000, 0.000, 0.000, 0.000, 0.004, 0.000, 0.000, 0.000, 0.000, 0.000, 0.000, 0.000, 0.000, 0.000, 0.000, 0.000, 0.000, 0.000, 0.000, 0.000, 0.000, 0.000, 0.000, 0.000, 0.000, 0.000, 0.007, 0.000, 0.000, 0.000, 0.000, 0.000, 0.000, 0.000, 0.000, 0.000, 0.000, 0.000, 0.000, 0.021, 0.002, 0.000, 0.000, 0.000, 0.000, 0.000, 0.000, 0.000, 0.000, 0.000, 0.000, 0.000, 0.000, 0.000, 0.000, 0.000, 0.000, 0.000, 0.000, 0.000, 0.000, 0.000, 0.000, 0.000, 0.000, 0.000, 0.000, 0.000, 0.000, 0.002, 0.000, 0.000, 0.000, 0.000, 0.000, 0.000, 0.000, 0.000, 0.000, 0.000]}